{
  "formula": "C16H21AsCl2N3RuSSi2",
  "method": "ωB97M-V with the def2-TZVPD basis set",
  "elements": ["Ru", "Cl", "C", "C", "C", "C", "C", "Cl", "C", "S", "H", "H", "H", "N", "C", "C", "C", "N", "C", "N", "C", "Si", "C", "C", "As", "Si", "C", "C", "C", "H", "H", "H", "H", "H", "H", "H", "H", "H", "H", "H", "H", "H", "H", "H", "H", "H", "H"],
  "xyz": [[0.6679, 0.5953, 0.5670], [0.6508, 2.1721, 2.4425], [0.2687, 3.7076, 1.6932], [0.0680, 4.8000, 2.5113], [-0.2226, 6.0145, 1.9099], [-0.3065, 6.1148, 0.5299], [-0.0992, 4.9982, -0.2616], [-0.2080, 5.1528, -1.9764], [0.1964, 3.7560, 0.3101], [0.4888, 2.3557, -0.7225], [0.1404, 4.7048, 3.5854], [-0.3834, 6.8905, 2.5225], [-0.5325, 7.0600, 0.0570], [2.2105, -0.2471, 1.5197], [2.3604, -1.2450, 2.1345], [2.5249, -2.3894, 2.8301], [2.2881, -2.4024, 4.2350], [2.0839, -2.4199, 5.3664], [2.8272, -3.5721, 2.0950], [3.0465, -4.4885, 1.4343], [-2.9065, -1.9610, -2.3029], [-2.8777, -2.0866, -0.4600], [-4.1278, -1.0717, 0.4492], [-2.5231, -3.7585, 0.2387], [-0.8148, -0.8618, 0.2178], [1.6168, -0.5769, -1.4878], [3.3761, 0.0212, -1.4484], [1.5095, -2.4389, -1.3499], [0.7340, -0.0386, -3.0396], [-3.7975, -2.4801, -2.6695], [-2.0386, -2.4399, -2.7585], [-2.9627, -0.9254, -2.6393], [-5.1095, -1.5299, 0.2935], [-4.1768, -0.0482, 0.0769], [-3.9435, -1.0550, 1.5240], [-3.3765, -4.4092, 0.0236], [-2.3930, -3.7287, 1.3210], [-1.6396, -4.2155, -0.2089], [3.9080, -0.3281, -0.5650], [3.4355, 1.1091, -1.4856], [3.8840, -0.3762, -2.3327], [1.8784, -2.8322, -0.4015], [2.1119, -2.8917, -2.1426], [0.4837, -2.8016, -1.4946], [0.7734, 1.0369, -3.2098], [-0.3148, -0.3450, -3.0413], [1.2207, -0.5243, -3.8903]],
  "atomic_forces_ev_per_a": [[0.22, 0.04, 0.05], [0.00, 0.00, 0.00], [0.01, -0.01, 0.01], [0.00, 0.02, -0.01], [0.00, -0.01, 0.02], [0.00, 0.00, -0.02], [0.00, 0.01, 0.01], [0.00, 0.00, -0.01], [0.00, 0.01, 0.01], [-0.02, -0.01, -0.02], [0.00, 0.00, 0.00], [0.00, 0.00, 0.00], [0.00, 0.00, 0.00], [-0.07, 0.04, -0.11], [-0.09, 0.04, 0.05], [-0.01, 0.02, -0.03], [0.05, -0.10, 0.01], [-0.03, 0.05, -0.01], [0.06, 0.02, 0.00], [-0.03, -0.01, 0.00], [0.00, 0.00, -0.01], [0.06, 0.01, -0.08], [-0.01, 0.00, 0.01], [-0.02, 0.00, 0.00], [-0.16, -0.10, 0.17], [0.05, -0.03, -0.05], [-0.01, -0.02, -0.01], [-0.01, 0.02, 0.01], [-0.02, 0.01, 0.00], [0.00, 0.00, 0.00], [0.00, 0.00, 0.00], [0.00, 0.00, 0.00], [0.00, 0.00, 0.00], [0.00, 0.00, 0.00], [0.00, 0.00, 0.00], [0.00, 0.00, 0.00], [0.00, 0.00, 0.00], [0.00, 0.00, 0.00], [0.00, 0.01, 0.00], [0.00, 0.00, 0.01], [-0.01, 0.00, 0.00], [0.00, 0.00, 0.00], [0.00, 0.00, 0.00], [0.00, 0.01, 0.00], [0.00, 0.00, 0.00], [0.00, 0.01, 0.00], [0.01, 0.00, 0.00]],
  "mulliken_charge": [-0.63, -0.05, 1.07, -0.88, -0.32, -0.72, 0.26, -0.19, 0.18, -0.24, 0.45, 0.39, 0.44, -0.53, 0.56, 0.08, 0.05, -0.40, 0.06, -0.41, -1.00, 0.30, -1.05, -0.98, 0.77, 0.68, -1.05, -0.90, -1.05, 0.41, 0.35, 0.36, 0.37, 0.36, 0.37, 0.37, 0.37, 0.38, 0.32, 0.32, 0.40, 0.08, 0.43, 0.29, 0.37, 0.23, 0.35],
  "gap_ev": 5.72,
  "de_lowest_kcal_mol": 0.5,
  "total_charge": 1,
  "fmax_ev_per_a": 0.26
}